No. 1
This record from OMol25 describes a structure of composition C32H31AsCl3IMnNO3S. The level of theory is the ωB97M-V functional and the def2-TZVPD basis.

Each line ends with the Löwdin charge.
Positions of all 74 atoms, in Å:
Mn1 -1.67 0.15 0.52  0.413
Cl1 -3.26 4.86 -1.13  0.676
C1 -3.19 3.39 -2.08  -0.567
C2 -3.73 3.43 -3.38  -0.154
C3 -3.71 2.34 -4.19  -0.622
Cl2 -4.38 2.45 -5.80  0.619
C4 -3.14 1.13 -3.73  -0.178
C5 -3.07 -0.06 -4.48  -0.038
C6 -2.50 -1.18 -3.93  -0.050
C7 -1.99 -1.11 -2.62  -0.138
N1 -2.03 -0.02 -1.91  0.059
C8 -2.60 1.10 -2.42  -0.143
C9 -2.60 2.25 -1.52  -0.424
O1 -2.09 2.17 -0.37  -0.171
H1 -4.16 4.36 -3.73  0.095
H2 -3.48 -0.08 -5.48  0.083
H3 -2.45 -2.11 -4.48  0.097
H4 -1.53 -1.96 -2.15  0.077
O2 -0.10 -1.42 -0.44  -0.501
As1 1.49 -1.84 -0.31  1.207
C10 1.89 -3.17 -1.64  -0.292
C11 0.84 -3.93 -2.12  -0.092
C12 1.08 -4.89 -3.10  -0.076
C13 2.37 -5.07 -3.59  -0.091
C14 3.42 -4.30 -3.11  -0.085
C15 3.18 -3.35 -2.13  -0.087
C16 2.58 -0.31 -0.71  -0.292
C17 3.91 -0.19 -0.35  -0.115
C18 4.61 0.96 -0.70  -0.087
C19 3.97 1.98 -1.39  -0.086
C20 2.63 1.85 -1.74  -0.061
C21 1.93 0.71 -1.40  -0.066
C22 2.04 -2.60 1.35  -0.309
C23 2.60 -1.84 2.37  -0.107
C24 2.87 -2.43 3.60  -0.070
C25 2.55 -3.76 3.81  -0.077
C26 1.98 -4.52 2.80  -0.074
C27 1.72 -3.94 1.57  -0.087
H5 -0.15 -3.78 -1.73  0.099
H6 0.27 -5.49 -3.48  0.104
H7 2.55 -5.81 -4.36  0.100
H8 4.42 -4.43 -3.50  0.101
H9 4.00 -2.74 -1.75  0.098
H10 4.42 -0.98 0.18  0.100
H11 5.65 1.07 -0.42  0.100
H12 4.51 2.88 -1.65  0.101
H13 2.13 2.65 -2.26  0.110
H14 0.87 0.61 -1.63  0.098
H15 2.79 -0.79 2.22  0.107
H16 3.29 -1.83 4.40  0.106
H17 2.74 -4.21 4.78  0.102
H18 1.72 -5.55 2.98  0.103
H19 1.27 -4.53 0.78  0.104
I1 -4.22 -0.48 0.90  -0.036
C28 -3.79 4.65 2.57  -0.151
C29 -2.37 4.18 2.27  -0.408
S1 -2.12 2.51 2.91  0.879
O3 -0.99 1.94 2.10  -0.592
C30 -1.41 2.94 4.52  -0.398
C31 0.04 3.37 4.44  -0.140
H20 -3.95 5.66 2.19  0.066
H21 -4.00 4.67 3.65  0.061
H22 -4.52 3.99 2.10  0.076
H23 -1.61 4.85 2.68  0.081
H24 -2.20 4.05 1.20  0.024
H25 -1.52 2.04 5.12  0.052
H26 -2.07 3.72 4.93  0.079
H27 0.59 2.68 3.80  0.065
H28 0.50 3.36 5.43  0.069
H29 0.16 4.37 4.02  0.063
Cl3 -1.40 -0.74 4.01  0.318
C32 -0.85 -1.01 2.26  -0.716
H30 -0.96 -2.09 2.13  -0.041
H31 0.23 -0.81 2.32  -0.068

Properties
Calculated total energy (a.u.): -6981.81298
Multiplicity: 6
Molecular weight (g mol⁻¹): 872.8
Charge: -1
Gap between HOMO and LUMO (spin up / spin down) (Eh): 0.19704 / 0.23073
Energy above the lowest of the compared OMol25 structures with the same formula, charge and spin (eV): 0.2874
F_max (eV/A): 0.887
LUMO level (spin up / spin down) (eV): 2.1 / 2.1


No. 2
This record from OMol25 describes a cluster of 2 separate species, C32H31Br2NO2 in total at a distorted geometry. The level of theory is the ωB97M-V functional and the def2-TZVPD basis.

Each line ends with the Löwdin charge.
Positions of all 68 atoms, in Å:
C1 -5.49 3.74 3.14  -0.058
O1 -5.27 2.55 2.33  -0.076
C2 -4.00 2.07 2.28  -0.254
C3 -2.89 2.76 2.84  -0.007
C4 -1.61 2.33 2.56  -0.011
C5 -1.37 1.15 1.80  -0.211
C6 -0.08 0.77 1.31  0.019
C7 1.05 1.65 1.39  -0.225
C8 2.35 1.09 1.62  -0.090
C9 3.41 1.86 2.00  -0.592
Br1 5.11 1.10 2.34  0.785
C10 3.26 3.32 2.23  -0.477
O2 4.11 4.00 2.80  0.000
C11 1.96 3.89 1.77  -0.586
Br2 1.73 5.76 1.96  0.785
C12 0.95 3.08 1.32  -0.112
C13 -2.51 0.33 1.52  -0.027
C14 -3.79 0.82 1.65  0.013
H1 -6.55 3.92 3.01  0.093
H2 -5.25 3.54 4.19  0.101
H3 -4.90 4.59 2.77  0.096
H4 -3.04 3.63 3.48  0.108
H5 -0.79 2.93 2.94  0.116
H6 0.11 -0.31 1.23  0.122
H7 2.48 0.01 1.54  0.101
H8 0.02 3.56 1.00  0.108
H9 -2.34 -0.68 1.14  0.128
H10 -4.66 0.28 1.29  0.125
C15 0.82 -5.06 2.04  -0.085
C16 1.42 -3.79 2.06  -0.077
C17 1.61 -3.08 0.87  -0.030
C18 1.21 -3.60 -0.37  -0.100
C19 1.43 -2.93 -1.63  -0.148
C20 2.13 -1.58 -1.70  -0.092
C21 1.22 -0.37 -1.43  -0.321
C22 1.87 0.96 -1.84  -0.090
C23 0.87 1.77 -2.68  -0.256
C24 0.59 0.94 -3.97  -0.140
C25 0.00 -0.40 -3.58  -0.127
N1 -0.09 -0.53 -2.04  -0.080
C26 -1.04 0.52 -1.63  -0.170
C27 -0.46 1.90 -1.88  -0.115
C28 1.06 -3.56 -2.81  -0.047
C29 0.29 -4.74 -2.80  -0.065
C30 0.04 -5.39 -1.60  -0.041
C31 0.54 -4.88 -0.38  -0.165
C32 0.37 -5.59 0.84  -0.036
H11 0.70 -5.62 2.96  0.101
H12 1.75 -3.35 3.00  0.101
H13 2.11 -2.10 0.90  0.083
H14 2.93 -1.54 -0.95  0.119
H15 2.60 -1.45 -2.69  0.121
H16 1.05 -0.36 -0.34  0.087
H17 2.15 1.50 -0.93  0.098
H18 2.80 0.77 -2.39  0.119
H19 1.28 2.76 -2.93  0.138
H20 -0.13 1.48 -4.60  0.110
H21 1.51 0.79 -4.53  0.111
H22 -1.03 -0.47 -3.96  0.115
H23 0.58 -1.24 -4.00  0.086
H24 -1.96 0.40 -2.22  0.124
H25 -1.29 0.37 -0.58  0.068
H26 -0.29 2.38 -0.91  0.085
H27 -1.19 2.49 -2.45  0.115
H28 1.34 -3.10 -3.76  0.104
H29 -0.09 -5.14 -3.75  0.104
H30 -0.53 -6.32 -1.58  0.110
H31 -0.13 -6.56 0.80  0.112

Properties
Calculated total energy (a.u.): -6591.18672
Molecular weight (g mol⁻¹): 621.4
Charge: 0
Structure (SMILES): COc1ccc(C=C2C=C(Br)C(=O)C(Br)=C2)cc1.c1ccc2c(C[C@H]3CC4CCN3CC4)cccc2c1
Gap between HOMO and LUMO (Eh): 0.23343
Energy above the lowest of the compared OMol25 structures with the same formula, charge and spin (eV): 0.0000
F_max (eV/A): 3.485
LUMO level (eV): -1.6


No. 3
This record from OMol25 describes a cluster of 3 separate species, C32H31BrIO12PS in total. The level of theory is the ωB97M-V functional and the def2-TZVPD basis.

Each line ends with the Löwdin charge.
Positions of all 79 atoms, in Å:
C1 5.39 3.24 -3.74  -0.074
C2 4.31 3.07 -2.65  -0.242
C3 3.49 1.78 -2.85  -0.616
Br1 3.43 0.63 -1.27  0.777
C4 2.09 1.92 -3.40  -0.151
C5 1.74 1.10 -4.49  -0.136
C6 2.72 0.10 -5.07  -0.138
C7 2.23 -0.89 -6.12  -0.184
C8 1.73 -2.22 -5.55  -0.189
C9 0.39 -2.16 -4.81  -0.141
C10 0.47 -1.66 -3.37  -0.173
O1 -0.04 -2.68 -2.50  0.006
C11 -0.76 -2.34 -1.41  -0.507
C12 -0.41 -1.05 -0.71  0.023
O2 -1.59 -3.10 -0.98  0.111
C13 0.46 1.20 -5.01  -0.121
C14 -0.49 2.06 -4.49  -0.615
I1 -2.34 2.06 -5.43  1.007
C15 -0.15 2.86 -3.40  -0.129
C16 1.14 2.78 -2.87  -0.037
C17 1.41 3.64 -1.68  -0.325
O3 2.12 3.33 -0.75  0.089
C18 0.70 4.95 -1.66  0.027
C19 -0.52 5.04 -2.18  -0.328
P1 -1.46 6.57 -2.14  0.372
S1 -0.42 8.15 -2.62  0.116
C20 -1.12 3.82 -2.79  -0.385
O4 -2.31 3.64 -2.74  0.033
H1 5.14 4.05 -4.43  0.073
H2 5.51 2.34 -4.35  0.066
H3 6.35 3.48 -3.30  0.072
H4 3.66 3.94 -2.68  0.096
H5 4.78 3.03 -1.68  0.094
H6 4.05 1.16 -3.52  0.037
H7 3.13 -0.48 -4.24  0.105
H8 3.56 0.66 -5.48  0.123
H9 1.46 -0.46 -6.77  0.103
H10 3.08 -1.11 -6.77  0.113
H11 1.67 -2.96 -6.35  0.110
H12 2.50 -2.59 -4.86  0.118
H13 -0.03 -3.17 -4.77  0.121
H14 -0.31 -1.55 -5.37  0.106
H15 1.50 -1.44 -3.08  0.106
H16 -0.10 -0.75 -3.24  0.111
H17 0.42 -0.50 -1.15  0.042
H18 -0.19 -1.31 0.32  0.064
H19 -1.29 -0.41 -0.70  0.105
H20 0.16 0.59 -5.85  0.070
H21 1.17 5.79 -1.16  0.122
H22 -2.02 6.61 -0.86  -0.009
H23 -2.53 6.29 -2.98  -0.012
O5 -1.15 -1.91 2.20  0.084
C21 -0.81 -2.49 3.22  -0.307
C22 -0.18 -1.86 4.36  0.064
C23 0.10 -2.62 5.43  -0.249
O6 0.66 -2.16 6.54  0.119
C24 -0.20 -4.10 5.47  -0.331
O7 0.12 -4.68 6.50  0.098
C25 -0.82 -4.72 4.32  0.066
C26 -1.11 -3.97 3.26  -0.233
O8 -1.67 -4.43 2.15  0.126
H24 0.02 -0.80 4.32  0.137
H25 0.75 -2.94 7.13  0.120
H26 -1.03 -5.78 4.37  0.137
H27 -1.75 -3.70 1.51  0.106
O9 -5.21 -0.06 9.69  0.106
C27 -4.69 -0.67 8.77  -0.311
C28 -4.56 -0.17 7.42  0.075
C29 -3.97 -0.94 6.50  -0.227
O10 -3.79 -0.59 5.24  0.124
C30 -3.44 -2.32 6.83  -0.291
O11 -2.93 -2.94 5.91  0.106
C31 -3.56 -2.82 8.18  0.080
C32 -4.15 -2.04 9.10  -0.233
O12 -4.31 -2.39 10.36  0.122
H28 -4.94 0.82 7.20  0.136
H29 -3.34 -1.34 4.80  0.113
H30 -3.17 -3.80 8.40  0.138
H31 -4.77 -1.64 10.79  0.121

Properties
Calculated total energy (a.u.): -5752.10463
Molecular weight (g mol⁻¹): 877.4
Charge: 0
Structure (SMILES): CC[C@@H](Br)c1c(CCCCCOC(C)=O)cc(I)c2c1C(=O)C=C([PH2]=S)C2=O.O=C1C=C(O)C(=O)C=C1O.O=C1C=C(O)C(=O)C=C1O
Gap between HOMO and LUMO (Eh): 0.27493
F_max (eV/A): 0.929
LUMO level (eV): -1.7